ORCA calculation (wB97M-V/def2-TZVPD) on a 2-piece molecular cluster, C3H2O4 overall in a non-equilibrium geometry.

Its energy above the lowest of the compared OMol25 structures with the same formula, charge and spin is 2.130 eV. The SMILES is O=C=CO.O=C=O. The spin multiplicity is 1. As for the HOMO-LUMO gap: 8.49 eV. The calculated total energy comes out at -416.40652 hartree. The value obtained for the LUMO energy is -0.42 eV.

Cartesian coordinates (Å):
O 0.3874 1.0020 1.8763
C 0.0525 0.8021 0.7879
C -0.2131 0.9391 -0.4768
O -0.3292 -0.1826 -1.3024
H 0.0109 1.7725 -0.9540
H -0.7211 0.1662 -2.0599
O -0.8126 -1.7121 1.0006
C 0.2484 -1.4138 0.6709
O 1.3768 -1.3734 0.4574